(1)
Here is a 2-piece molecular cluster, C5H11O2 overall at a distorted geometry from the Open Molecules 2025 dataset. Energies are from ωB97M-V/def2-TZVPD.

As for the total charge: -1. Its gap between HOMO and LUMO is 7.21 eV. As for the spin multiplicity: 1. For the strongest force on any atom, the calculation gives 2.95 eV/A.

Last column: natural (NBO) charge in e.
Element x y z (Å)
1 C -0.977462 -1.358219 2.378013  -0.61
2 C -0.125973 -0.129514 2.633071  -0.62
3 H -0.733755 -2.094228 3.113124  0.19
4 H -2.065821 -1.122446 2.595214  0.20
5 H -0.721468 -1.850004 1.469590  0.21
6 H 0.578525 -0.126383 1.855409  0.22
7 H 0.312085 -0.077723 3.634322  0.19
8 H -0.727505 0.841245 2.512098  0.21
9 C 0.434071 0.464086 -1.405035  -0.50
10 C 0.177440 -0.302381 -2.739344  -0.62
11 C 0.622682 1.922034 -1.688117  0.73
12 O 1.756293 2.181703 -2.258821  -0.84
13 O -0.211928 2.694229 -1.263129  -0.75
14 H -0.395792 0.201108 -0.565205  0.18
15 H 1.568236 0.223624 -1.121146  0.21
16 H 0.438166 0.286926 -3.600592  0.22
17 H -0.820156 -0.696398 -2.708881  0.19
18 H 0.892366 -1.057654 -2.840576  0.19

Forces on atoms 1 to 3 (eV/Å):
-1.411 0.567 1.906
-1.757 1.757 0.253
0.176 -0.695 0.743

***

(2)
Here is a 2-piece molecular cluster, C5H11O2 overall at a distorted geometry from the Open Molecules 2025 dataset. Energies are from ωB97M-V/def2-TZVPD.

As for the total charge: -2. Its gap between HOMO and LUMO (alpha / beta) is 2.73 / 8.18 eV. As for the spin multiplicity: 2. For the strongest force on any atom, the calculation gives 1.40 eV/A.

Last column: natural (NBO) charge in e.
Element x y z (Å)
1 C 1.752915 -2.249851 0.312187  -0.76
2 C 2.379122 -0.826111 0.227310  0.76
3 O 2.558704 -0.217728 1.308761  -0.80
4 O 2.608180 -0.413820 -0.936357  -0.81
5 H 1.805084 -2.698388 1.295812  0.19
6 H 2.342295 -2.844047 -0.389472  0.19
7 H 0.767992 -2.181024 -0.162005  0.21
8 C -0.810261 0.839030 -0.546859  -0.46
9 C -2.128600 0.079484 -0.356847  -1.22
10 C -0.789638 2.064616 0.362183  -0.71
11 H -0.690132 1.111496 -1.603651  0.16
12 H 0.091346 0.244588 -0.383081  0.21
13 H -2.128870 -0.984867 -0.619729  0.18
14 H -2.489189 0.163957 0.673618  0.17
15 H -0.327008 2.932841 -0.110378  0.18
16 H -2.951898 0.567919 -0.899086  0.14
17 H -0.200609 1.945260 1.274509  0.21
18 H -1.789433 2.466648 0.553086  0.18

Forces on atoms 1 to 3 (eV/Å):
0.640 0.442 -1.169
-0.117 0.215 0.273
0.128 -0.150 -0.033

***

(3)
Here is a 2-piece molecular cluster, C5H11O2S overall at a distorted geometry from the Open Molecules 2025 dataset. Energies are from ωB97M-V/def2-TZVPD.

As for the total charge: -1. Its gap between HOMO and LUMO is 6.95 eV. As for the spin multiplicity: 1. For the strongest force on any atom, the calculation gives 1.92 eV/A.

Last column: natural (NBO) charge in e.
Element x y z (Å)
1 C 1.693602 -1.210511 1.205062  -0.77
2 S 1.829229 -2.365223 -0.119999  0.17
3 C 1.420488 -1.524258 -1.653459  -0.77
4 H 2.485939 -0.530988 0.896982  0.21
5 H 2.072274 -1.632868 2.132761  0.22
6 H 0.781660 -0.643583 1.337299  0.23
7 H 0.354313 -1.329945 -1.845548  0.26
8 H 1.639427 -2.286179 -2.402764  0.22
9 H 1.907016 -0.583484 -1.867090  0.22
10 C -1.105383 0.790965 0.067932  -0.52
11 C -1.516787 1.391351 1.443947  -0.63
12 C -1.657863 1.451324 -1.169353  0.75
13 O -1.386082 0.808816 -2.225864  -0.81
14 O -2.384966 2.464328 -1.094488  -0.77
15 H -0.010974 0.763033 0.117737  0.19
16 H -1.281637 -0.277012 -0.078008  0.21
17 H -2.135322 0.732925 2.050593  0.19
18 H -2.099891 2.289246 1.241581  0.24
19 H -0.605041 1.692062 1.962682  0.18

Forces on atoms 1 to 3 (eV/Å):
1.228 1.377 -0.228
-0.429 -1.622 -0.465
-1.228 -0.119 -0.469

***

(4)
Here is an isolated ion of composition C5H11O2Si and charge -1 from the Open Molecules 2025 dataset. Energies are from ωB97M-V/def2-TZVPD.

As for the total charge: -1. Its gap between HOMO and LUMO is 7.34 eV. As for the spin multiplicity: 1. For the strongest force on any atom, the calculation gives 1.00 eV/A.

Last column: natural (NBO) charge in e.
Element x y z (Å)
1 C -0.382305 -0.674699 2.204463  -0.61
2 C -0.513647 -1.080648 0.742949  -0.84
3 Si -0.001423 0.327155 -0.472028  1.36
4 C -0.263454 -0.462489 -2.205631  -1.09
5 C 1.902867 0.518937 -0.289578  -1.10
6 C -1.154587 1.921794 -0.175895  0.50
7 O -2.357638 1.639314 -0.290653  -0.78
8 O -0.617819 3.002117 0.096449  -0.77
9 H 0.653491 -0.440762 2.445760  0.19
10 H -0.980305 0.213525 2.392804  0.22
11 H -0.719035 -1.467509 2.877529  0.18
12 H -1.554259 -1.343304 0.547679  0.22
13 H 0.077844 -1.984944 0.566757  0.19
14 H 0.227149 -1.430619 -2.291406  0.21
15 H -1.321876 -0.606599 -2.395833  0.23
16 H 0.125356 0.176134 -2.994170  0.22
17 H 2.417776 -0.435882 -0.387082  0.21
18 H 2.298687 1.187617 -1.048262  0.22
19 H 2.163178 0.940863 0.676147  0.23

Forces on atoms 1 to 3 (eV/Å):
-0.031 -0.038 -0.010
0.102 0.370 -0.197
-0.148 -0.567 -0.142

***

(5)
Here is a 2-piece molecular cluster, C5H11O3 overall at a distorted geometry from the Open Molecules 2025 dataset. Energies are from ωB97M-V/def2-TZVPD.

As for the total charge: -1. Its gap between HOMO and LUMO is 8.37 eV. As for the spin multiplicity: 1. For the strongest force on any atom, the calculation gives 2.44 eV/A.

Last column: natural (NBO) charge in e.
Element x y z (Å)
1 C -1.098090 0.219753 1.167510  0.10
2 C -0.683008 -0.814323 2.246463  -0.63
3 C 0.060657 1.198128 1.068734  -0.65
4 O -1.394926 -0.416605 -0.040167  -0.78
5 H -1.989352 0.759489 1.497881  0.15
6 H 0.364434 -1.114170 2.265558  0.21
7 H 0.001932 2.046697 0.383703  0.20
8 H 0.306359 1.638555 2.060416  0.18
9 H 1.088603 0.830149 0.946917  0.23
10 H -0.547109 -0.884047 -0.329965  0.51
11 H -1.302837 -1.708183 2.138263  0.21
12 H -0.820548 -0.391675 3.251227  0.18
13 C 0.482405 0.162597 -2.808310  -0.74
14 C 1.354458 -0.581607 -1.775689  0.78
15 O 2.584056 -0.477076 -1.849817  -0.75
16 O 0.728614 -1.422387 -1.044435  -0.82
17 H -0.579419 0.227491 -2.578610  0.21
18 H 0.585689 -0.454809 -3.701725  0.21
19 H 0.858082 1.182023 -2.897955  0.20

Forces on atoms 1 to 3 (eV/Å):
1.370 -0.662 0.169
-0.657 0.176 0.667
1.625 1.449 1.111

***

(6)
Here is a 2-piece molecular cluster, C5H11O4 overall at a distorted geometry from the Open Molecules 2025 dataset. Energies are from ωB97M-V/def2-TZVPD.

Its gap between HOMO and LUMO (alpha / beta) is 6.03 / 7.36 eV. As for the spin multiplicity: 2. For the strongest force on any atom, the calculation gives 5.92 eV/A.

Last column: natural (NBO) charge in e.
Element x y z (Å)
1 H 2.176283 1.410886 -1.638698  0.51
2 O 1.740276 1.984391 -0.956009  -0.94
3 H 2.498697 -1.406251 0.695331  0.18
4 C 1.645364 -0.766618 0.522452  0.03
5 H 1.553631 1.221453 0.370464  0.54
6 C 0.441665 -1.267889 0.114652  -0.32
7 C -0.870475 -0.724207 -0.190226  -0.12
8 C -1.779601 -1.756116 -0.691774  -0.61
9 C -1.509735 0.498647 -0.205862  0.03
10 H 0.963046 2.426034 -1.371862  0.50
11 H -1.707823 0.872191 -1.227874  0.17
12 O -1.240718 1.387464 0.799032  -0.74
13 O 1.919675 0.499450 0.984550  -0.41
14 O 1.287154 0.893739 2.341329  -0.62
15 H 0.354113 1.056637 2.073330  0.45
16 H 0.444172 -2.365011 -0.043417  0.21
17 H -2.717047 -1.288831 -1.005114  0.21
18 H -1.303885 -2.234621 -1.556732  0.19
19 H -1.954580 -2.489695 0.107710  0.23
20 H -1.940211 2.048345 0.878710  0.49

Forces on atoms 1 to 3 (eV/Å):
-0.773 0.761 0.882
-0.408 0.313 -1.565
-0.137 -0.159 0.097

***

(7)
Here is a 2-piece molecular cluster, C5H11O4P overall at a distorted geometry from the Open Molecules 2025 dataset. Energies are from ωB97M-V/def2-TZVPD.

Its gap between HOMO and LUMO (alpha / beta) is 7.75 / 8.50 eV. As for the spin multiplicity: 1. For the strongest force on any atom, the calculation gives 4.09 eV/A.

Last column: natural (NBO) charge in e.
Element x y z (Å)
1 C 0.117142 1.448239 0.925914  0.01
2 C 0.317310 1.689101 -0.488312  0.07
3 C 0.763746 2.274716 1.979224  -0.64
4 C 1.294484 -2.883486 -0.977562  -0.27
5 C -2.742773 -0.566493 -1.326563  -0.27
6 O 0.590020 -0.965977 -3.304651  -1.05
7 O -0.807338 2.099033 0.131494  -0.46
8 O 0.051199 -2.287929 -1.111247  -0.81
9 O -1.768719 -0.948918 -2.264411  -0.81
10 P -0.191725 -0.904304 -2.062871  2.03
11 H -0.093345 0.368443 1.270882  0.18
12 H 1.160040 2.254596 -0.934152  0.20
13 H -0.049788 2.477796 2.741046  0.23
14 H 1.057322 3.118086 1.425970  0.21
15 H 1.622963 1.616083 2.399832  0.23
16 H 1.233763 -3.958009 -0.476031  0.19
17 H 1.807344 -2.419556 -0.051645  0.17
18 H 1.926664 -2.851886 -1.914437  0.21
19 H -2.759004 -1.275372 -0.337082  0.19
20 H -3.731769 -0.712371 -1.874754  0.21
21 H -2.623757 0.506797 -1.018502  0.20

Forces on atoms 1 to 3 (eV/Å):
1.083 -3.658 1.471
1.242 -1.553 -0.217
-0.384 -2.321 1.227

***

Across the entries above, energy relative to the best compared isomer or geometry (same formula, charge and spin) takes the values 34.01, 12.22, 20.19, 0.00, 14.85, 109.04, 141.39 kcal per mole, respectively.